Here is a structure of composition C31H31N7O4PdS3Si from OMol25. Energies are from ωB97M-V with the def2-TZVPD basis set.

Structure (XYZ):
```
78
Properties=species:S:1:pos:R:3:mulliken_spin:R:1
Pd -0.1884 -0.3884 0.1337 1.43
C 4.1327 0.7326 -5.1966 0.01
Si 3.2097 1.9113 -4.1306 -0.01
C 1.5650 2.3283 -4.8523 0.02
C 4.1766 3.4294 -3.7562 0.01
C 3.0915 0.9923 -2.4325 0.09
C 4.3134 0.6637 -1.8158 -0.06
C 4.3566 -0.0292 -0.6225 0.14
C 3.1544 -0.4276 0.0009 0.02
N 1.9994 -0.1341 -0.5279 0.18
C 1.9589 0.5604 -1.7011 0.06
S 0.3356 0.8344 -2.1080 1.11
H 4.3069 1.1893 -6.1782 0.00
H 3.5705 -0.1964 -5.3507 0.00
H 5.1092 0.4790 -4.7665 0.00
H 1.7472 2.8338 -5.8083 0.00
H 0.9906 3.0190 -4.2229 0.00
H 0.9537 1.4426 -5.0653 0.00
H 4.3538 3.9862 -4.6843 0.00
H 5.1536 3.1930 -3.3174 0.00
H 3.6359 4.0879 -3.0653 0.00
H 5.2485 0.9572 -2.2895 0.00
H 5.3054 -0.2771 -0.1591 0.00
H 3.1390 -0.9920 0.9269 0.02
C 1.1919 -4.7817 3.0111 0.01
N 1.1728 -3.3987 3.5189 0.01
C 1.4948 -3.0189 4.8182 0.00
C 1.3641 -1.6987 4.8886 0.00
N 0.9522 -1.2563 3.6140 0.01
C 0.8584 -2.3278 2.7749 -0.03
S 0.4386 -2.5318 1.1303 0.30
C 0.7165 0.1328 3.3503 0.00
C 0.5267 0.9754 4.4306 0.01
C 0.4276 2.3342 4.2090 0.00
C 0.5310 2.8178 2.9183 0.00
C 0.6583 1.8995 1.9048 0.00
N 0.7277 0.5679 2.1007 0.10
H 1.4399 -5.4388 3.8370 0.00
H 1.9348 -4.8834 2.2263 0.00
H 0.2167 -5.0459 2.6148 0.00
H 1.7880 -3.7311 5.5734 0.00
H 1.5611 -1.0335 5.7111 0.00
H 0.4330 0.5855 5.4316 0.00
H 0.2778 3.0069 5.0446 0.00
H 0.4828 3.8753 2.6958 0.00
H 0.6867 2.2290 0.8815 0.01
O -2.0644 -0.2798 1.3838 0.17
C -2.3166 0.8787 0.9842 -0.08
O -1.5122 1.4178 0.1156 0.25
C -3.5075 1.6029 1.4789 0.03
C -4.4079 0.9366 2.3056 0.01
C -5.5359 1.5915 2.7702 0.00
C -5.7680 2.9141 2.4175 0.00
C -4.8565 3.5511 1.5976 0.00
C -3.7307 2.9253 1.1134 -0.01
N -5.0935 4.9754 1.2180 0.00
O -6.0838 5.5158 1.6638 0.00
O -4.3213 5.4769 0.4192 0.00
H -4.2181 -0.0953 2.5770 0.00
H -6.2394 1.0749 3.4121 0.00
H -6.6386 3.4531 2.7684 0.00
H -3.0428 3.4653 0.4804 0.00
N -3.1109 0.1513 -2.1134 0.00
C -2.6325 -1.0949 -1.9560 -0.01
N -1.4342 -1.4314 -1.5127 0.18
C -1.2003 -2.8172 -1.7090 0.00
C 0.0159 -3.4670 -1.5484 0.01
C 0.0955 -4.8263 -1.8080 -0.01
C -1.0204 -5.5333 -2.2393 0.00
C -2.2269 -4.8804 -2.4473 0.00
C -2.2882 -3.5201 -2.1836 0.00
S -3.6176 -2.4264 -2.4569 0.02
H -2.6117 0.9407 -1.7493 0.00
H -4.0349 0.2913 -2.4805 0.00
H 0.8967 -2.9082 -1.2480 0.00
H 1.0437 -5.3414 -1.6917 0.00
H -0.9434 -6.5961 -2.4378 0.00
H -3.0947 -5.4179 -2.8203 0.00
```

For the strongest force on any atom, the calculation gives 0.87 eV/Å. Its charge is +2. Its spin multiplicity is 5. The value obtained for the LUMO energy (spin up / spin down) is -5.2 / -8.7 eV. The calculation puts the energy above the lowest of the compared OMol25 structures with the same formula, charge and spin at 29.46 kJ/mol.